Entry 1:
DFT (wB97M-V/def2-TZVPD) results for a structure of composition C41H61BrCl2CoGeN4O2P3.

Each line ends with the Löwdin charge.
Geometry (Å):
1 Co 0.89 0.32 -1.18  -0.3381
2 C 2.68 -2.72 2.63  -0.0908
3 C 2.27 -2.63 1.16  -0.5038
4 C 3.03 -3.73 0.40  -0.1268
5 P 2.49 -0.93 0.41  1.0960
6 C 2.20 0.18 1.84  -0.3721
7 N 0.80 0.20 2.22  -0.1344
8 Ge -0.47 0.09 0.82  0.9376
9 N -1.97 1.24 0.49  -0.1471
10 C -2.18 1.58 -0.89  -0.3300
11 P -0.58 1.96 -1.73  1.0523
12 C -0.26 3.71 -1.22  -0.4754
13 C -1.35 4.70 -1.60  -0.0863
14 C 0.05 3.83 0.28  -0.0920
15 C -0.98 2.02 -3.52  -0.5225
16 C -2.44 2.31 -3.89  -0.0964
17 C -0.01 2.94 -4.28  -0.1060
18 C -2.50 1.98 1.53  -0.2327
19 C -3.21 3.18 1.46  -0.0361
20 C -3.58 3.84 2.62  -0.0872
21 C -3.25 3.34 3.87  -0.0890
22 C -2.61 2.11 3.96  -0.0125
23 C -2.28 1.43 2.81  -0.1617
24 N -1.76 0.08 2.77  -0.0512
25 C -0.87 -0.25 3.86  -0.1683
26 C -1.30 -0.66 5.10  -0.0241
27 C -0.38 -0.83 6.13  -0.0878
28 C 0.95 -0.55 5.88  -0.0859
29 C 1.38 -0.17 4.61  -0.0392
30 C 0.48 -0.07 3.55  -0.2145
31 C -2.78 -0.89 2.48  -0.1588
32 C -3.97 -0.93 3.19  -0.0165
33 C -4.92 -1.90 2.90  -0.0839
34 C -4.67 -2.80 1.88  -0.0853
35 C -3.49 -2.73 1.14  -0.0228
36 C -2.52 -1.77 1.42  -0.2171
37 N -1.36 -1.60 0.65  -0.1404
38 C -1.59 -2.01 -0.72  -0.4028
39 P -0.31 -1.48 -1.94  0.9845
40 C 0.82 -2.96 -2.10  -0.5288
41 C 1.27 -3.31 -3.52  -0.1259
42 C 0.33 -4.22 -1.40  -0.1134
43 C -1.43 -1.48 -3.43  -0.4955
44 C -0.81 -1.26 -4.82  -0.1333
45 C -2.30 -2.74 -3.51  -0.0957
46 C 4.34 -0.88 0.15  -0.4878
47 C 5.14 -0.11 1.21  -0.0857
48 C 4.75 -0.48 -1.27  -0.1389
49 H 2.72 -3.77 2.93  0.0868
50 H 1.98 -2.22 3.29  0.0578
51 H 3.68 -2.30 2.80  0.0801
52 H 1.19 -2.80 1.10  0.0787
53 H 4.06 -3.77 0.74  0.0766
54 H 3.05 -3.62 -0.68  0.0605
55 H 2.58 -4.70 0.63  0.0850
56 H 2.56 1.17 1.57  0.0448
57 H 2.80 -0.17 2.68  0.0451
58 H -2.88 2.41 -1.00  0.0774
59 H -2.64 0.74 -1.43  0.0734
60 H 0.64 3.97 -1.77  0.0846
61 H -2.33 4.44 -1.21  0.0554
62 H -1.44 4.84 -2.68  0.0561
63 H -1.09 5.67 -1.17  0.0908
64 H -0.86 3.94 0.87  0.0634
65 H 0.67 4.71 0.45  0.0830
66 H 0.60 2.97 0.68  0.0433
67 H -0.76 1.00 -3.84  0.0285
68 H -2.77 3.29 -3.55  0.0658
69 H -3.13 1.57 -3.49  0.0630
70 H -2.54 2.29 -4.98  0.0849
71 H -0.31 3.98 -4.19  0.0711
72 H -0.03 2.68 -5.34  0.0866
73 H 1.01 2.84 -3.92  0.0329
74 H -3.45 3.62 0.50  0.0886
75 H -4.11 4.78 2.54  0.1037
76 H -3.52 3.89 4.77  0.0988
77 H -2.38 1.68 4.93  0.1122
78 H -2.36 -0.84 5.27  0.1101
79 H -0.71 -1.16 7.11  0.0996
80 H 1.68 -0.63 6.67  0.1043
81 H 2.43 0.05 4.49  0.1043
82 H -4.15 -0.19 3.95  0.1163
83 H -5.85 -1.93 3.45  0.1011
84 H -5.39 -3.56 1.64  0.1031
85 H -3.35 -3.44 0.34  0.1002
86 H -2.54 -1.59 -1.09  0.0893
87 H -1.70 -3.09 -0.80  0.0564
88 H 1.69 -2.58 -1.58  0.0178
89 H 0.48 -3.82 -4.07  0.0672
90 H 2.11 -4.00 -3.45  0.0854
91 H 1.59 -2.43 -4.08  0.0073
92 H -0.60 -4.60 -1.84  0.0738
93 H 0.16 -4.08 -0.33  0.0665
94 H 1.08 -5.00 -1.52  0.0831
95 H -2.10 -0.64 -3.21  0.0780
96 H -0.41 -2.19 -5.22  0.0661
97 H 0.01 -0.54 -4.83  -0.0004
98 H -1.60 -0.92 -5.50  0.0878
99 H -1.70 -3.64 -3.67  0.0679
100 H -2.97 -2.65 -4.37  0.0881
101 H -2.92 -2.90 -2.63  0.0639
102 H 4.63 -1.93 0.26  0.0788
103 H 5.15 0.96 1.01  0.0550
104 H 6.18 -0.44 1.18  0.0874
105 H 4.78 -0.24 2.23  0.0602
106 H 4.45 0.54 -1.51  0.0338
107 H 4.29 -1.12 -2.02  0.0274
108 H 5.84 -0.55 -1.36  0.0864
109 Cl 4.81 4.46 -1.33  0.6252
110 C 4.02 3.16 -0.44  -0.9889
111 Cl 3.63 3.69 1.22  0.6172
112 C 2.77 2.61 -1.19  -0.7690
113 O 2.50 3.05 -2.28  -0.0395
114 O 2.21 1.65 -0.54  -0.2688
115 H 4.74 2.36 -0.33  0.0218
116 Br 2.07 0.08 -3.25  0.4311

Values from the calculation:
lowest unoccupied orbital energy: 0.262 eV
molar mass: 1017.2 g/mol
spin multiplicity: 1
HOMO energy: -7.54 eV

Entry 2:
DFT (wB97M-V/def2-TZVPD) results for a structure of composition C41H62BClFN6PS3Ti in a non-equilibrium geometry.

Each line ends with the Löwdin charge.
Geometry (Å):
1 Ti -1.81 -0.45 0.60  0.1844
2 C -3.70 0.00 5.06  -0.0561
3 C -2.42 0.43 4.45  -0.2358
4 C -1.23 0.53 5.16  0.1049
5 C -0.01 0.81 4.49  -0.2069
6 N -0.05 1.39 3.30  0.2289
7 N -1.22 1.23 2.56  0.0004
8 B -1.15 2.07 1.34  -0.4810
9 N -2.32 2.85 0.91  -0.0236
10 N -2.59 3.76 1.88  0.2015
11 C -3.74 4.35 1.73  -0.1996
12 C -4.57 4.14 0.61  0.0605
13 C -4.23 3.32 -0.43  -0.1949
14 C -5.21 3.14 -1.61  -0.0074
15 C -3.00 2.60 -0.22  -0.5621
16 S -2.50 1.24 -1.18  0.6992
17 C -4.06 5.25 2.94  -0.5810
18 C -4.33 6.64 2.35  -0.0256
19 C -2.96 5.30 3.95  -0.0572
20 C -5.27 4.61 3.58  -0.0352
21 N 0.24 2.54 0.70  0.0437
22 N 0.28 3.89 0.46  0.1914
23 C 1.38 4.37 -0.07  -0.2268
24 C 2.49 3.51 -0.26  0.0928
25 C 2.37 2.11 -0.23  -0.2422
26 C 3.39 1.09 -0.63  -0.0601
27 C 1.12 1.64 0.15  -0.6001
28 S 0.67 0.04 -0.25  0.7800
29 C 1.43 5.81 -0.44  -0.5759
30 C 1.76 5.86 -1.92  -0.0461
31 C 2.54 6.52 0.32  -0.0443
32 C 0.06 6.48 -0.11  -0.0451
33 C -2.35 0.67 3.08  -0.5492
34 S -3.68 0.12 2.03  0.7635
35 C 1.30 0.60 5.18  -0.5670
36 C 1.33 1.58 6.35  -0.0358
37 C 2.49 0.62 4.24  -0.0449
38 C 1.20 -0.84 5.78  -0.0347
39 H -3.78 0.16 6.13  0.0919
40 H -3.91 -1.07 4.94  0.1046
41 H -4.56 0.47 4.58  0.0682
42 H -1.19 0.27 6.27  0.1593
43 H -5.61 4.52 0.65  0.1483
44 H -6.17 2.90 -1.16  0.0918
45 H -4.82 2.31 -2.23  0.0623
46 H -5.24 4.06 -2.20  0.0941
47 H -3.42 7.14 2.02  0.0888
48 H -4.76 7.21 3.18  0.0974
49 H -5.05 6.66 1.53  0.0841
50 H -2.32 6.12 3.74  0.0742
51 H -2.49 4.26 4.06  0.1043
52 H -3.33 5.65 4.92  0.0948
53 H -6.01 4.47 2.78  0.0803
54 H -5.65 5.29 4.42  0.1214
55 H -5.00 3.58 3.92  0.0979
56 H 3.44 3.93 -0.55  0.1251
57 H 4.35 1.62 -0.74  0.0946
58 H 3.08 0.65 -1.57  0.0818
59 H 3.42 0.20 0.00  0.0742
60 H 2.74 5.36 -2.21  0.1075
61 H 1.77 6.94 -2.27  0.1191
62 H 0.96 5.35 -2.43  0.0819
63 H 3.53 6.09 0.13  0.0806
64 H 2.28 6.57 1.37  0.0879
65 H 2.68 7.58 -0.06  0.1159
66 H -0.79 5.98 -0.60  0.0793
67 H 0.03 7.50 -0.48  0.0861
68 H -0.09 6.52 0.98  0.0841
69 H 1.49 2.60 6.00  0.0964
70 H 2.17 1.39 7.01  0.0925
71 H 0.44 1.46 6.99  0.0871
72 H 2.43 1.56 3.66  0.0735
73 H 2.47 -0.21 3.49  0.1053
74 H 3.46 0.60 4.88  0.1270
75 H 0.64 -0.91 6.79  0.1096
76 H 2.21 -1.18 6.05  0.0968
77 H 0.71 -1.49 5.07  0.0861
78 Cl -2.40 -2.18 -0.67  0.0707
79 F -0.95 -1.36 1.89  -0.4440
80 C 0.85 -8.31 -2.37  -0.1470
81 C 1.54 -8.00 -3.72  -0.6532
82 C 0.89 -8.85 -4.78  -0.1422
83 C 3.08 -8.26 -3.70  -0.0928
84 P 0.91 -6.05 -3.90  1.1494
85 C 2.20 -5.12 -3.01  -0.3961
86 C 1.78 -4.26 -1.96  -0.1158
87 C 2.68 -3.49 -1.30  -0.1084
88 C 4.03 -3.45 -1.70  -0.0928
89 C 4.49 -4.21 -2.78  -0.0545
90 C 3.53 -5.08 -3.44  -0.1043
91 C 1.04 -5.31 -5.66  -0.7203
92 C -0.13 -5.78 -6.49  -0.1255
93 C 0.96 -3.77 -5.57  -0.0959
94 C 2.39 -5.69 -6.27  -0.1018
95 H 0.92 -9.41 -2.20  0.0886
96 H -0.23 -8.23 -2.51  0.0562
97 H 1.29 -7.73 -1.54  0.0804
98 H 1.08 -9.96 -4.75  0.1019
99 H 1.29 -8.62 -5.77  0.0661
100 H -0.18 -8.69 -4.81  0.0698
101 H 3.29 -9.33 -3.52  0.0850
102 H 3.44 -7.61 -2.89  0.0629
103 H 3.52 -7.99 -4.73  0.0836
104 H 0.79 -4.35 -1.56  0.0925
105 H 2.33 -2.84 -0.49  0.0901
106 H 4.75 -2.88 -1.09  0.0999
107 H 5.49 -4.17 -3.19  0.0961
108 H 3.96 -5.70 -4.25  0.0892
109 H -1.03 -5.41 -5.99  0.0755
110 H -0.21 -6.84 -6.62  0.0538
111 H -0.09 -5.42 -7.55  0.0988
112 H 0.13 -3.50 -4.97  0.0578
113 H 0.79 -3.33 -6.57  0.0963
114 H 1.85 -3.38 -5.13  0.0623
115 H 2.74 -6.73 -6.10  0.0603
116 H 3.15 -4.95 -5.93  0.0736
117 H 2.29 -5.68 -7.34  0.0656

Values from the calculation:
lowest unoccupied orbital energy (spin up / spin down): -4.412 / -4.566 eV
expectation value of S²: 0.76
charge: +1
molar mass: 879.3 g/mol
spin multiplicity: 2
HOMO energy (spin up / spin down): -9.04 / -9.04 eV

Respective calculated total energy values: -9946.71082; -4898.19310 Eh.